This record from OMol25 describes 2 unconnected molecules or ions with the total composition C4H9F2N in a non-equilibrium geometry. The level of theory is the ωB97M-V functional and the def2-TZVPD basis.

```
16
Properties=species:S:1:pos:R:3:forces:R:3
C 0.0962 1.2064 -3.0148 2.294 0.096 -3.275
N -0.7486 -0.8456 1.7342 0.843 -0.758 0.365
H 0.0507 1.5584 -2.0679 -0.402 1.403 2.962
F 0.4581 2.1858 -3.9130 0.087 0.614 0.419
C -1.5085 -1.8608 2.1451 2.035 0.390 -1.805
H 2.0055 0.3268 1.5511 0.554 -0.912 0.211
H -2.2546 -1.5276 2.7374 -2.536 0.227 1.823
C 0.1879 -0.7002 0.8128 0.346 -0.590 -0.535
H -0.8092 -0.1202 2.4237 0.277 0.914 -0.139
H 0.7151 1.2901 1.5752 -1.474 1.140 0.571
H -0.8193 0.9078 -3.4476 -0.895 -1.653 -0.007
H 0.4591 -1.5399 0.0561 -0.803 1.588 1.698
F 1.1729 0.3488 -3.0285 -1.093 -0.480 -0.053
H 1.4501 0.8929 0.0032 -0.767 -0.557 1.649
H -1.5267 -2.5934 1.4068 -0.642 -1.770 -0.563
C 1.0712 0.4706 1.0261 2.174 0.349 -3.321
```
Forces are in eV/Å.

The HOMO energy is -6.74 eV. The value obtained for the energy above the lowest of the compared OMol25 structures with the same formula, charge and spin is 334.5 kJ/mol.



This record from OMol25 describes 2 unconnected molecules or ions with the total composition C4H9F2NO in a non-equilibrium geometry. The level of theory is the ωB97M-V functional and the def2-TZVPD basis.

```
17
Properties=species:S:1:pos:R:3:forces:R:3
H -3.2181 1.3840 -0.6145 0.465 -0.051 0.452
C 3.2684 0.0777 0.3785 -0.827 1.494 0.128
C -2.9337 0.3552 -0.3541 0.740 0.938 -1.202
H -1.8068 -1.8405 -0.3503 0.083 -0.529 -0.254
H -3.6068 -0.0030 0.4099 0.199 -0.076 0.712
H -3.2088 -0.1904 -1.2631 0.301 -0.278 -0.018
N -1.4784 0.1754 -0.0588 -5.720 -5.656 0.348
H -1.4809 -1.4397 1.3644 -0.585 0.218 0.102
F 4.2292 0.8953 1.0136 -0.721 -1.425 -0.368
H -1.1760 2.1291 -0.2688 2.887 -1.857 0.656
H 4.2551 0.3925 -1.2186 -3.044 -0.039 0.545
F 3.6086 -1.2369 0.5299 -0.047 0.890 0.634
C -1.2684 -1.1949 0.3198 3.700 0.158 0.634
H 2.2583 0.3763 0.8108 1.296 -0.971 -0.235
O 3.2418 0.3847 -0.9380 3.304 0.074 -0.717
H -0.0994 -1.3372 0.3050 -2.171 -0.273 -0.478
C -0.5841 1.0724 -0.0659 0.138 7.386 -0.938
```
Forces are in eV/Å.

The HOMO energy (alpha / beta) is -5.42 / -10.44 eV. The value obtained for the energy above the lowest of the compared OMol25 structures with the same formula, charge and spin is 0.0 kJ/mol. The spin multiplicity is 3.



This record from OMol25 describes a gas-phase ion, C4H9FN (charge +1) in a non-equilibrium geometry. The level of theory is the ωB97M-V functional and the def2-TZVPD basis.

```
15
Properties=species:S:1:pos:R:3:forces:R:3
H 2.4912 1.7429 0.2872 0.163 3.489 2.111
F 1.1245 -0.9924 -0.8691 0.873 0.982 1.240
C -1.6245 -0.6841 -0.8187 0.846 1.170 0.673
H -0.5161 1.4917 0.3475 1.073 -0.371 0.468
H -2.0068 0.2757 -1.0847 0.139 0.829 -0.541
N -1.0456 -0.5116 0.5255 -0.073 -0.158 3.646
H 0.2876 0.4766 1.7668 -0.398 0.961 -0.572
C 2.4640 0.8430 -0.1317 0.875 -3.195 -2.022
H -0.9176 -1.0777 -1.4881 0.686 -0.334 -0.804
H 3.3389 0.5240 -0.6828 -0.115 -0.091 -0.096
H -0.7040 -1.3724 1.0930 -0.628 1.198 -1.958
C 0.0147 0.5758 0.6957 1.433 -1.729 -0.844
H -2.4596 -1.2594 -0.7179 -2.109 -2.021 0.147
H -1.8278 -0.1684 1.1692 1.048 -0.567 -1.107
C 1.3810 0.1363 -0.0919 -3.813 -0.163 -0.342
```
Forces are in eV/Å.

The HOMO energy is -14.49 eV. Its structure (SMILES) is C=C(F)C[NH2+]C. The value obtained for the energy above the lowest of the compared OMol25 structures with the same formula, charge and spin is 179.7 kJ/mol. The total charge is +1.



Q: Number 1 is which compound?
A: C4H9F2N